Record 1
Molecular formula: C4H6F2
Method: DFT, the ωB97M-V functional and the def2-TZVPD basis

Results
E_HOMO (eV): -10.3
Energy relative to the best compared isomer or geometry (same formula, charge and spin) (kcal/mol): 29.6
F_max (eV/Å): 5.0
Molar mass (g mol⁻¹): 92.09
SMILES string: FC/C=C/CF

```
12
C4H6F2 | the Open Molecules 2025 dataset | the ωB97M-V functional and the def2-TZVPD basis
F 1.074 2.465 0.254
C 0.047 1.723 0.760
C -0.473 0.621 -0.010
C 0.102 -0.650 0.133
C -0.035 -1.807 -0.772
F 0.922 -1.590 -1.753
H -0.690 2.526 0.996
H 0.394 1.283 1.724
H -1.284 0.741 -0.786
H 0.907 -0.787 0.795
H -1.053 -1.854 -1.127
H 0.089 -2.670 -0.215
```

***

Record 2
Molecular formula: C4H36O15
Method: DFT, the ωB97M-V functional and the def2-TZVPD basis

Results
E_HOMO (spin up / spin down) (eV): -13.4 / -13.4
Multiplicity: 2
F_max (eV/Å): 4.0
Molar mass (g mol⁻¹): 324.32
Expectation value of S²: 0.75
Net charge: +1

```
55
C4H36O15 | the Open Molecules 2025 dataset | the ωB97M-V functional and the def2-TZVPD basis
C 2.023 2.696 1.988
C -0.041 0.265 -0.167
O -1.150 -0.574 0.136
C 0.362 1.160 0.889
C 1.579 1.733 1.003
H 2.119 2.284 3.025
H 2.724 3.400 1.650
H 1.241 3.491 2.198
H 0.682 -0.565 -0.425
H -0.225 0.780 -1.108
H -2.034 -0.228 0.309
H -0.541 1.422 1.515
H 2.375 1.491 0.274
H -2.326 2.059 -0.363
H -2.059 3.367 0.580
O -2.027 2.941 -0.250
H 0.526 -3.303 2.848
H 0.772 -3.369 1.382
O 0.123 -3.767 2.056
H -0.139 -2.920 -0.874
H -1.395 -2.210 -0.283
O -1.101 -2.952 -0.866
H 2.825 1.868 -2.299
H 1.322 1.847 -2.940
O 2.076 1.302 -2.554
H 3.872 -1.200 1.447
H 3.679 0.360 1.159
O 3.342 -0.547 1.041
H -2.005 1.736 -3.016
H -1.633 0.396 -3.411
O -2.394 0.831 -3.015
H -0.515 2.778 -1.681
H -0.112 4.084 -2.337
O -0.180 3.161 -2.513
H 0.976 -0.833 2.012
H 0.117 -1.069 3.200
O 1.038 -1.049 3.022
H -1.053 -2.460 2.723
H -1.844 -1.187 2.450
O -1.616 -1.807 3.128
H -3.022 0.242 2.958
H -2.038 0.008 4.122
O -2.702 0.590 3.808
H -4.310 -0.151 -0.481
H -3.167 0.369 -1.448
O -3.535 0.437 -0.527
H 1.754 -2.157 -1.579
H 1.957 -3.465 -0.839
O 1.591 -2.605 -0.686
H 2.513 -0.539 -2.308
H 1.254 -1.221 -2.939
O 2.238 -1.310 -2.837
H -0.525 -2.334 -3.738
H -0.976 -1.678 -2.323
O -0.415 -1.601 -3.119
```

***

Record 3
Molecular formula: C24H36N4O6S
Method: DFT, the ωB97M-V functional and the def2-TZVPD basis

Results
E_HOMO (eV): -7.7
Energy relative to the best compared isomer or geometry (same formula, charge and spin) (kcal/mol): 50.8
F_max (eV/Å): 1.1
Molar mass (g mol⁻¹): 508.64
SMILES string: C[C@@H]1CCC[C@@H](C)N1CCCNC(=O)CN1C(=O)COc2ccc(S(=O)(=O)N3CCOCC3)cc21

```
71
C24H36N4O6S | the Open Molecules 2025 dataset | the ωB97M-V functional and the def2-TZVPD basis
C 3.632 0.624 -0.965
C 2.862 1.910 -0.678
C 3.674 2.850 0.230
C 2.933 4.175 0.378
C 1.529 3.925 0.919
C 0.759 2.891 0.075
C 0.263 3.497 -1.242
N 1.515 1.674 -0.183
C 1.249 0.559 0.683
C 1.897 0.525 2.086
C 1.226 -0.532 2.963
N 1.167 -1.821 2.307
C 0.009 -2.465 2.095
O -1.062 -2.112 2.544
C 0.138 -3.725 1.229
N 0.785 -3.479 -0.048
C 1.904 -4.188 -0.363
O 2.448 -4.942 0.414
C 2.389 -4.006 -1.794
O 2.238 -2.703 -2.311
C 1.061 -2.088 -2.011
C 0.669 -1.007 -2.791
C -0.471 -0.294 -2.467
C -1.236 -0.703 -1.395
S -2.594 0.302 -0.802
O -3.084 1.099 -1.890
O -2.124 0.975 0.376
N -3.713 -0.872 -0.374
C -4.018 -0.985 1.043
C -5.059 0.060 1.447
O -6.222 -0.047 0.652
C -5.925 0.124 -0.716
C -4.908 -0.915 -1.196
C -0.884 -1.798 -0.631
C 0.290 -2.485 -0.907
H 3.047 -0.041 -1.595
H 3.899 0.103 -0.049
H 4.552 0.871 -1.489
H 2.737 2.425 -1.641
H 4.660 3.017 -0.209
H 3.813 2.394 1.212
H 2.874 4.665 -0.596
H 3.478 4.841 1.051
H 0.964 4.858 0.942
H 1.608 3.564 1.947
H -0.136 2.592 0.630
H -0.318 2.753 -1.780
H 1.081 3.831 -1.873
H -0.381 4.348 -1.033
H 0.164 0.523 0.815
H 1.541 -0.349 0.151
H 1.781 1.490 2.576
H 2.965 0.309 2.007
H 0.192 -0.250 3.171
H 1.764 -0.631 3.913
H 2.024 -2.191 1.925
H -0.863 -4.136 1.070
H 0.750 -4.470 1.748
H 1.839 -4.728 -2.419
H 3.454 -4.243 -1.845
H 1.293 -0.724 -3.623
H -0.775 0.570 -3.035
H -3.098 -0.842 1.609
H -4.406 -1.993 1.220
H -5.382 -0.089 2.479
H -4.615 1.060 1.337
H -6.872 0.020 -1.248
H -5.507 1.126 -0.893
H -4.614 -0.708 -2.223
H -5.330 -1.922 -1.123
H -1.520 -2.068 0.192
```

***

Record 4
Molecular formula: C23H14BrCl5F6N3O11RuS3
Method: DFT, the ωB97M-V functional and the def2-TZVPD basis

Results
E_HOMO (spin up / spin down) (eV): -3.0 / -4.5
Multiplicity: 6
Energy relative to the best compared isomer or geometry (same formula, charge and spin) (kcal/mol): 45.7
F_max (eV/Å): 2.4
Molar mass (g mol⁻¹): 1076.80
Expectation value of S²: 8.76
Net charge: -2

```
67
C23H14BrCl5F6N3O11RuS3 | the Open Molecules 2025 dataset | the ωB97M-V functional and the def2-TZVPD basis
Ru 9.379 8.563 13.725
N 4.241 9.031 14.692
N 3.844 9.411 15.939
C 7.516 4.190 10.831
O 6.486 4.371 10.353
O 8.497 3.987 11.402
H 3.591 9.157 13.969
H 4.933 8.300 14.573
H 4.568 9.067 16.607
Cl 10.627 10.996 15.974
C 9.083 11.334 15.228
C 8.564 10.500 14.241
C 7.319 10.887 13.781
Cl 6.507 9.957 12.569
C 6.609 11.936 14.344
Cl 4.955 12.167 13.950
C 7.199 12.774 15.292
Cl 6.368 14.132 15.954
C 8.501 12.535 15.684
Cl 9.223 13.591 16.888
C 14.409 13.278 15.913
C 14.204 11.943 15.243
C 14.072 10.770 15.999
C 13.778 9.542 15.386
C 13.492 9.573 14.037
C 13.641 10.689 13.275
C 13.961 11.923 13.860
S 12.738 8.164 13.157
O 13.339 8.157 11.850
O 11.236 8.454 12.994
O 12.940 7.027 13.980
H 13.858 13.316 16.885
H 14.033 14.099 15.273
H 15.465 13.464 16.174
H 14.240 10.873 17.082
H 13.669 8.681 16.020
H 13.366 10.650 12.229
H 13.955 12.861 13.345
F 5.024 7.930 9.955
C 5.637 7.268 8.946
F 5.311 7.969 7.788
F 5.170 6.025 8.842
S 7.500 7.159 9.128
O 7.738 7.311 10.576
O 7.927 5.982 8.424
N 7.975 8.476 8.458
S 8.364 8.992 7.027
O 7.788 10.269 6.679
O 8.367 8.060 5.919
C 10.147 9.277 7.371
F 10.815 9.582 6.256
F 10.703 8.239 7.900
F 10.242 10.290 8.237
Br 6.052 8.509 18.646
C 7.786 8.008 18.198
C 8.781 8.173 19.156
C 10.060 7.675 18.924
C 10.363 7.089 17.717
C 9.400 7.052 16.740
C 8.118 7.556 16.917
C 7.139 7.290 15.777
O 7.569 7.582 14.596
O 6.114 6.696 16.010
H 8.517 8.654 20.109
H 10.834 7.750 19.686
H 11.303 6.674 17.532
H 9.532 6.513 15.800
```